1.
Computed, not measured: the molecule Cl3OP at a distorted geometry, with ωB97M-V with the def2-TZVPD basis set.

Element x y z (Å)
1 O -2.1395 0.0403 -0.9781
2 P 0.7483 -0.0731 0.9720
3 Cl 1.3808 1.6724 0.0701
4 Cl -1.4705 -0.4045 0.4165
5 Cl 1.4809 -1.2351 -0.4805

Computed properties:
Frontier orbital gap: 8.170 eV
Energy relative to the best compared isomer or geometry (same formula, charge and spin): 420.83 kJ/mol
Highest occupied orbital energy: -9.57 eV
Maximum force: 1.722 eV/A
DFT total energy: -1797.08012 Ha

Now the Mulliken charges, all in e: -0.468, 0.470, -0.127, 0.221, -0.096

***

2.
Computed, not measured: a structure of composition C19H44N3O16V at a distorted geometry, with ωB97M-V with the def2-TZVPD basis set.

Element x y z (Å)
1 O -3.9605 2.3427 1.6368
2 V -3.8101 2.1793 0.1183
3 O -3.0211 0.7882 -0.1593
4 O -3.6726 2.6005 -5.7822
5 C -3.9435 3.2623 -4.7062
6 O -3.9809 4.4904 -4.7791
7 O -4.0439 2.5988 -3.6482
8 H -3.6738 1.7408 -5.3549
9 O 1.0562 5.2823 0.3430
10 C -0.1247 5.2148 -0.1813
11 O -0.7174 6.1433 -0.7718
12 O -0.6950 4.1380 -0.0444
13 H 0.8012 4.3678 0.4853
14 O -6.9666 5.9512 1.8483
15 C -6.2615 6.5337 0.8686
16 O -6.5203 7.6902 0.5026
17 O -5.4374 5.8913 0.1866
18 H -7.2436 6.8210 2.1455
19 C 6.8738 -5.0833 7.7812
20 O 5.8916 -5.3082 6.7408
21 C 5.9714 -4.2489 5.7373
22 C 4.8276 -4.4611 4.6850
23 N 3.6350 -3.8004 5.0846
24 C 2.5190 -3.9282 4.1306
25 C 2.5940 -3.2366 2.7389
26 O 2.5907 -1.8100 2.9321
27 C 2.4617 -1.0568 1.6879
28 H 6.6445 -5.7090 8.6438
29 H 6.8365 -4.0733 8.1896
30 H 7.8717 -5.1769 7.3528
31 H 6.9294 -4.3807 5.2343
32 H 5.8352 -3.3051 6.2654
33 H 4.6008 -5.5022 4.4551
34 H 5.1578 -4.0096 3.7494
35 H 3.4248 -3.9992 6.0523
36 H 1.7084 -3.4623 4.6909
37 H 2.2160 -4.9692 4.0177
38 H 1.6699 -3.4371 2.1968
39 H 3.4426 -3.5873 2.1515
40 H 2.5432 0.0293 1.7317
41 H 1.5061 -1.3155 1.2320
42 H 3.0478 -1.5235 0.8962
43 C 7.2491 0.6836 -2.3198
44 O 5.9124 1.2103 -2.2591
45 C 5.8440 2.5919 -2.4671
46 C 4.3962 2.9837 -2.7692
47 N 3.8836 2.1898 -3.8489
48 C 2.5101 2.5158 -4.0943
49 C 1.9926 1.6843 -5.3038
50 O 1.6326 0.3888 -4.8728
51 C 0.3809 0.2443 -4.2189
52 H 7.5018 0.4892 -3.3621
53 H 7.1555 -0.3081 -1.8773
54 H 7.9325 1.3051 -1.7411
55 H 6.5670 2.9383 -3.2056
56 H 6.1775 3.2495 -1.6643
57 H 4.3617 4.0415 -3.0298
58 H 3.7809 2.8040 -1.8876
59 H 3.9904 1.2399 -3.5228
60 H 2.3582 3.5889 -4.2102
61 H 1.8781 2.1738 -3.2747
62 H 2.8449 1.6052 -5.9786
63 H 1.1401 2.1607 -5.7880
64 H -0.4667 0.3937 -4.8878
65 H 0.2885 0.9124 -3.3626
66 H 0.2368 -0.7754 -3.8617
67 C -7.5562 -1.0821 1.6209
68 C -7.0957 -1.2812 0.1458
69 C -8.2145 -2.1088 -0.5610
70 O -7.8733 -2.3067 -1.9869
71 C -7.3866 -3.5562 -2.3889
72 N -6.9299 0.0719 -0.4113
73 H -8.4888 -0.5179 1.6177
74 H -6.8464 -0.5765 2.2756
75 H -7.7171 -2.0597 2.0753
76 H -6.1410 -1.8057 0.1050
77 H -9.1541 -1.5717 -0.4319
78 H -8.3786 -3.0775 -0.0891
79 H -8.1742 -4.2893 -2.5627
80 H -6.6174 -3.9395 -1.7184
81 H -6.9198 -3.4975 -3.3721
82 H -7.7621 0.5941 -0.1773
83 H -6.8774 0.0114 -1.4181

Computed properties:
Frontier orbital gap: 3.298 eV
Energy relative to the best compared isomer or geometry (same formula, charge and spin): 970.91 kJ/mol
Total charge: -2
Highest occupied orbital energy: -2.06 eV
Maximum force: 9.638 eV/A
DFT total energy: -3062.18736 Ha

Atomic partial charges in e from the Mulliken method, atoms 1 to 5: -0.501, 1.861, -0.568, -0.467, 0.675

***

3.
Computed, not measured: a structure of composition C39H55CeN4O6P3 at a distorted geometry, with ωB97M-V with the def2-TZVPD basis set.

Element x y z (Å)
1 Ce -18.7535 3.2685 8.1555
2 O -18.8483 4.6020 10.0849
3 C -18.0191 3.7801 10.6858
4 O -17.3983 2.8656 9.9853
5 C -17.8610 3.7955 12.1557
6 C -19.0154 3.5947 12.8845
7 C -19.0771 3.7386 14.2586
8 C -17.9208 4.0931 14.9442
9 C -16.6666 4.1374 14.3388
10 C -16.6759 4.1266 12.8675
11 P -15.1793 4.5866 11.9487
12 C -14.8266 6.2603 12.6440
13 C -13.5713 6.8475 12.2614
14 C -13.3987 8.2141 12.3962
15 C -14.4215 8.9954 12.9970
16 C -15.4997 8.3786 13.5593
17 C -15.7696 7.0102 13.3277
18 C -13.8526 3.6860 12.8143
19 C -13.9219 2.2938 12.6173
20 C -13.2277 1.4349 13.4748
21 C -12.3173 1.9340 14.3482
22 C -12.2480 3.3414 14.5189
23 C -13.0094 4.2225 13.7886
24 H -19.8932 3.2476 12.3592
25 H -19.9810 3.6642 14.8405
26 H -17.9396 4.2625 15.9812
27 H -15.7547 4.2819 14.8772
28 H -12.8502 6.1537 11.8083
29 H -12.5304 8.7513 12.0908
30 H -14.2929 10.0593 13.0990
31 H -16.2302 8.9617 14.0924
32 H -16.6677 6.5373 13.7631
33 H -14.5744 1.8387 11.8911
34 H -13.4184 0.3931 13.4099
35 H -11.6912 1.2164 14.8648
36 H -11.5134 3.6573 15.1903
37 H -12.9838 5.3029 13.9579
38 C -23.2545 3.7815 9.2974
39 N -23.1166 2.8553 8.2261
40 C -24.3221 2.0318 8.0465
41 P -22.1569 3.2443 6.9762
42 O -20.8393 3.7187 7.4836
43 O -21.9735 1.7359 6.2766
44 P -20.5390 1.1459 5.8065
45 O -19.5150 1.4126 6.9028
46 N -20.9711 -0.4011 5.6034
47 C -20.0232 -1.3760 5.0161
48 C -22.0164 -1.0174 6.4050
49 N -19.9920 1.7810 4.3797
50 C -20.8973 2.0753 3.2363
51 C -18.6811 2.3969 4.2174
52 N -22.9021 4.2392 5.9113
53 C -22.3398 5.6647 5.6143
54 C -24.1992 3.9829 5.3213
55 H -24.2142 4.3260 9.2519
56 H -22.4619 4.5498 9.2230
57 H -23.2365 3.4341 10.3255
58 H -25.1734 2.6125 7.6813
59 H -24.6211 1.7065 9.1111
60 H -24.1196 1.1882 7.3976
61 H -20.5430 -2.0697 4.3256
62 H -19.4757 -1.9086 5.8378
63 H -19.3168 -0.7731 4.3856
64 H -22.5758 -0.3076 7.0061
65 H -21.6267 -1.7966 7.0767
66 H -22.7747 -1.4360 5.6981
67 H -21.9088 1.6411 3.3715
68 H -20.4410 1.7929 2.2283
69 H -20.9829 3.1533 3.2170
70 H -18.2409 1.9795 3.3491
71 H -18.0557 2.1952 5.1295
72 H -18.7125 3.4799 4.1379
73 H -22.8436 6.3689 6.2714
74 H -22.6100 5.8330 4.5975
75 H -21.2657 5.6224 5.7943
76 H -24.6076 2.9971 5.6119
77 H -24.1649 4.0725 4.2426
78 H -24.8192 4.7916 5.7334
79 C -16.1055 8.4326 6.9455
80 C -16.2220 6.9827 7.4852
81 C -15.8341 6.8791 9.0024
82 C -15.5045 5.9027 6.6830
83 C -14.6042 6.2330 5.6919
84 C -13.9178 5.2306 4.9899
85 C -14.1156 3.8510 5.2566
86 C -14.8873 3.5130 6.3125
87 C -14.9086 2.0536 6.7975
88 C -14.0123 1.9350 8.0805
89 C -14.5385 0.9640 5.7547
90 C -15.7547 4.5264 6.8939
91 O -16.9733 4.1736 7.3644
92 H -16.7082 9.0602 7.6062
93 H -16.4271 8.6101 5.8515
94 H -15.1314 8.8547 7.0056
95 H -17.2806 6.6852 7.3769
96 H -14.8977 7.4567 9.1372
97 H -15.6209 5.8349 9.3227
98 H -16.5834 7.2957 9.6330
99 H -14.2598 7.2477 5.5259
100 H -13.1683 5.4896 4.2359
101 H -13.4470 3.1145 4.7449
102 H -15.9256 1.8043 7.1300
103 H -13.0334 2.3609 7.8311
104 H -13.9429 0.8662 8.3166
105 H -14.4248 2.4156 8.9625
106 H -13.4846 0.9723 5.4988
107 H -15.0336 1.0856 4.7800
108 H -14.7371 -0.0680 6.1476

Computed properties:
Frontier orbital gap (alpha / beta): 6.740 / 6.753 eV
Total charge: +1
<S²>: 0.7507
Multiplicity: 2
Highest occupied orbital energy (alpha / beta): -8.94 / -8.97 eV
Maximum force: 3.963 eV/A
DFT total energy: -3688.80600 Ha

Atomic partial charges in e from the Mulliken method, atoms 1 to 5: 1.038, -0.708, 0.937, -0.493, -0.140

***

4.
Computed, not measured: a structure of composition C12H17FeN2O3 at a distorted geometry, with ωB97M-V with the def2-TZVPD basis set.

Element x y z (Å)
1 O 1.2062 -2.6801 0.9412
2 C 1.1964 -1.6466 0.3929
3 Fe 1.2515 0.0244 -0.1328
4 C 2.0642 0.7587 1.2829
5 O 2.5687 0.9572 2.3157
6 C 2.5617 0.1044 -1.2327
7 O 3.6756 0.0098 -1.5682
8 C -2.7737 -0.0929 1.7899
9 C -2.4899 -0.7089 0.3692
10 C -1.2616 -0.3642 -0.3597
11 C -0.6179 0.8932 -0.1007
12 C -0.9038 1.5260 1.2329
13 C -1.9150 1.0509 2.0530
14 H -3.8788 0.0385 1.9030
15 H -2.6035 -1.7861 0.4599
16 H -3.3104 -0.4476 -0.3408
17 H -1.0255 -0.9329 -1.2807
18 H -0.4428 1.5957 -0.9250
19 H -0.1023 2.1632 1.6149
20 H -2.1592 1.6360 2.9574
21 C -1.0151 -1.3320 3.6054
22 N -2.4170 -1.2734 3.0697
23 C -3.3635 -1.1669 4.2152
24 N -2.6055 -2.5437 2.4695
25 C -3.9000 -3.1627 2.3959
26 H -0.7454 -0.4504 4.2014
27 H -0.9088 -2.2413 4.2433
28 H -0.2846 -1.4336 2.7863
29 H -3.1193 -0.3158 4.8546
30 H -4.3886 -1.0721 3.8479
31 H -3.3248 -2.0940 4.8233
32 H -1.7931 -2.9912 2.0869
33 H -3.8041 -4.0784 1.7710
34 H -4.2738 -3.5118 3.3881
35 H -4.6777 -2.5035 1.9346

Computed properties:
Frontier orbital gap (alpha / beta): 6.155 / 6.396 eV
Energy relative to the best compared isomer or geometry (same formula, charge and spin): 45.59 kJ/mol
Total charge: +1
<S²>: 6.0581
Multiplicity: 5
Highest occupied orbital energy (alpha / beta): -8.99 / -11.82 eV
Maximum force: 8.013 eV/A
DFT total energy: -2065.89455 Ha

Atomic partial charges in e from the Mulliken method, atoms 1 to 5: -0.297, 0.282, 0.260, 0.292, -0.248

***

5.
Computed, not measured: a cluster of 11 separate species, C41H56N10O17 in total at a distorted geometry, with ωB97M-V with the def2-TZVPD basis set.

Element x y z (Å)
1 O -19.7173 -2.8865 -12.7796
2 C -19.0701 -4.0515 -13.1705
3 C -19.6030 -5.2305 -12.6833
4 C -18.8948 -6.3918 -12.8884
5 C -17.8149 -6.4210 -13.7856
6 O -17.2540 -7.6373 -14.1176
7 C -17.3462 -5.2288 -14.3145
8 C -17.9680 -4.0031 -13.9742
9 H -20.4985 -3.1366 -12.2706
10 H -20.4448 -5.2910 -12.0059
11 H -19.2863 -7.3542 -12.5752
12 H -17.4825 -8.2340 -13.3987
13 H -16.5750 -5.1853 -15.0721
14 H -17.5366 -3.1236 -14.4268
15 O -20.7533 -10.5907 -9.2398
16 C -20.8448 -9.4267 -8.5133
17 C -21.0593 -9.4482 -7.1291
18 C -21.0330 -8.2594 -6.4415
19 C -20.9847 -7.0430 -7.1402
20 O -21.0794 -5.8763 -6.4019
21 C -20.9207 -6.9816 -8.5228
22 C -20.8358 -8.2095 -9.1650
23 H -20.3081 -11.3303 -8.8238
24 H -21.0722 -10.3665 -6.5536
25 H -21.0064 -8.2111 -5.3614
26 H -20.5034 -5.1934 -6.7601
27 H -20.7238 -6.0103 -8.9537
28 H -20.8006 -8.3192 -10.2443
29 O -21.8107 -4.2847 -10.2600
30 C -22.0199 -3.0209 -9.7994
31 C -23.1645 -2.2932 -10.1647
32 C -23.3662 -1.0293 -9.6254
33 C -22.3350 -0.4323 -8.9181
34 O -22.5270 0.8722 -8.5369
35 C -21.2835 -1.1680 -8.4153
36 C -21.1081 -2.4650 -8.9258
37 H -22.6548 -4.6906 -10.5597
38 H -23.9516 -2.6603 -10.8122
39 H -24.3191 -0.5418 -9.7732
40 H -21.7890 1.3088 -8.1109
41 H -20.6299 -0.6589 -7.7199
42 H -20.1470 -2.9280 -8.7288
43 O -25.7796 -3.7302 -13.0604
44 C -27.1191 -3.9816 -13.1898
45 C -27.5707 -5.1612 -13.7573
46 C -28.9447 -5.3910 -14.0163
47 C -29.8349 -4.3720 -13.7489
48 O -31.2054 -4.4179 -13.8786
49 C -29.3578 -3.2253 -13.1538
50 C -28.0342 -2.9792 -12.8524
51 H -25.2085 -4.5095 -12.9756
52 H -26.8533 -5.9481 -13.9568
53 H -29.2212 -6.3845 -14.3463
54 H -31.4988 -5.1806 -14.3852
55 H -30.0821 -2.5022 -12.7931
56 H -27.6850 -2.0043 -12.5458
57 O -24.5445 -10.9543 -10.7504
58 C -24.9291 -10.6939 -9.4306
59 C -26.2068 -10.1772 -9.2249
60 C -26.6871 -9.9777 -7.9259
61 C -25.7963 -10.1275 -6.8726
62 O -26.2410 -9.7309 -5.6040
63 C -24.4930 -10.5473 -7.0725
64 C -24.0994 -10.9164 -8.3693
65 H -24.8657 -10.1465 -11.1839
66 H -26.8688 -10.0509 -10.0728
67 H -27.6062 -9.4263 -7.7761
68 H -26.3107 -8.7739 -5.7344
69 H -23.7623 -10.6820 -6.2883
70 H -23.1650 -11.4335 -8.5540
71 O -28.3672 -8.6310 -17.5141
72 C -27.6334 -8.6889 -16.3268
73 C -28.1742 -9.3194 -15.2685
74 C -27.3708 -9.6315 -14.1405
75 C -26.0713 -9.1732 -14.0937
76 O -25.2972 -9.4266 -12.9767
77 C -25.5597 -8.4503 -15.1791
78 C -26.3108 -8.2779 -16.3123
79 H -28.2744 -7.7461 -17.8848
80 H -29.1953 -9.6695 -15.2030
81 H -27.7995 -10.1848 -13.3164
82 H -24.5185 -9.9551 -13.2302
83 H -24.5580 -8.0426 -15.2418
84 H -25.8423 -7.7886 -17.1567
85 N -26.1160 -6.1519 -7.4095
86 C -24.8651 -5.8383 -7.8885
87 N -24.2453 -4.8349 -7.2243
88 O -24.3985 -6.3466 -8.9022
89 H -26.6535 -5.6831 -6.7114
90 H -26.5259 -6.9283 -7.9117
91 H -24.4372 -4.6443 -6.2594
92 H -23.2845 -4.7437 -7.5304
93 N -22.7041 -6.9125 -13.3207
94 C -23.2773 -6.5967 -12.1439
95 N -23.1907 -7.7010 -11.3158
96 O -23.7003 -5.4896 -11.7860
97 H -22.4097 -6.3440 -14.1008
98 H -22.2165 -7.7809 -13.2336
99 H -23.2929 -7.5331 -10.3254
100 H -23.0205 -8.6341 -11.6452
101 N -21.0785 -6.1755 -18.0911
102 C -20.5688 -6.1548 -16.8514
103 N -19.4327 -5.4585 -16.6346
104 O -21.1550 -6.7182 -15.9041
105 H -20.5994 -5.8855 -18.9205
106 H -21.9521 -6.6736 -18.1290
107 H -19.1150 -5.3175 -15.6776
108 H -19.0863 -4.8879 -17.3841
109 N -20.7845 -9.2047 -14.1839
110 C -21.4351 -10.0637 -13.3334
111 N -20.6849 -10.5125 -12.3251
112 O -22.6572 -10.2318 -13.4869
113 H -19.7986 -9.3599 -14.3231
114 H -21.2652 -8.7991 -14.9736
115 H -21.0657 -11.1714 -11.6653
116 H -19.7354 -10.2300 -12.1893
117 N -26.3050 -7.4538 -11.2366
118 C -27.5785 -7.2455 -10.8210
119 N -28.5479 -7.4666 -11.7486
120 O -27.8699 -6.8032 -9.7030
121 H -25.9805 -8.2557 -11.7652
122 H -25.6728 -7.0417 -10.5554
123 H -28.2998 -7.8347 -12.6478
124 H -29.4972 -7.2158 -11.5546

Computed properties:
Frontier orbital gap: 7.473 eV
Highest occupied orbital energy: -7.57 eV
Maximum force: 2.808 eV/A
DFT total energy: -3422.77005 Ha

Atomic partial charges in e from the Mulliken method, atoms 1 to 5: -0.668, 0.696, -0.055, 0.231, 0.651

***

6.
Computed, not measured: a structure of composition C31H23BrN6O3STa at a distorted geometry, with ωB97M-V with the def2-TZVPD basis set.

Element x y z (Å)
1 Ta 0.1620 -0.0268 -0.4361
2 O -2.7884 3.8066 2.5256
3 C -2.2814 4.4425 1.4523
4 C -2.6367 5.7753 1.2654
5 C -2.1392 6.4839 0.1922
6 C -1.2816 5.8850 -0.7345
7 C -0.9474 4.5624 -0.5731
8 C -1.4376 3.8234 0.5158
9 C -1.0590 2.4298 0.6336
10 O -0.4716 1.8469 -0.4009
11 N -1.2455 1.7642 1.7326
12 N -0.7509 0.4681 1.6043
13 C -0.9776 -0.3004 2.6059
14 C -0.6639 -1.7103 2.6607
15 C -0.8792 -2.4241 3.8427
16 C -0.5994 -3.7746 3.9050
17 C -0.0968 -4.4219 2.7767
18 C 0.1169 -3.7298 1.5962
19 C -0.1757 -2.3817 1.5445
20 O 0.0459 -1.6866 0.4126
21 H -2.3732 2.9250 2.5832
22 H -3.2967 6.2327 1.9899
23 H -2.4195 7.5224 0.0706
24 H -0.8894 6.4520 -1.5669
25 H -0.2959 4.0681 -1.2817
26 H -1.4804 0.1426 3.4628
27 H -1.2557 -1.8984 4.7133
28 H -0.7610 -4.3217 4.8235
29 H 0.1370 -5.4779 2.8206
30 H 0.5209 -4.2166 0.7179
31 N 1.5622 -0.4828 -4.7301
32 C 0.7931 -0.3228 -3.6426
33 S 1.0545 1.0688 -2.6454
34 N -0.1390 -1.2179 -3.4496
35 N -0.8494 -1.0312 -2.2858
36 C -1.9835 -1.6106 -2.2759
37 C -2.9112 -1.4802 -1.1621
38 C -4.0961 -2.1967 -1.1671
39 C -4.9828 -2.0257 -0.1160
40 C -4.6510 -1.1351 0.8876
41 C -3.4385 -0.4648 0.8081
42 N -2.5739 -0.6312 -0.1892
43 H 2.2149 0.2339 -4.9903
44 H 1.3419 -1.2174 -5.3812
45 H -2.2746 -2.1773 -3.1545
46 H -4.3147 -2.8687 -1.9869
47 H -5.9179 -2.5692 -0.0896
48 H -5.3174 -0.9467 1.7183
49 H -3.1703 0.2571 1.5683
50 Br 2.1596 1.4773 1.1161
51 C 3.7053 0.7632 0.2745
52 C 4.9056 1.3411 0.5255
53 C 6.0557 0.7540 -0.0485
54 C 5.9376 -0.3734 -0.8075
55 C 4.6708 -0.9597 -1.0634
56 C 4.5438 -2.1345 -1.8460
57 C 3.3204 -2.7005 -2.0371
58 C 2.1593 -2.0995 -1.4904
59 C 2.2167 -0.9228 -0.7831
60 C 3.5006 -0.3711 -0.5266
61 H 4.9861 2.2172 1.1551
62 H 7.0244 1.2000 0.1358
63 H 6.8188 -0.8494 -1.2209
64 H 5.4358 -2.5790 -2.2720
65 H 3.2237 -3.6129 -2.6126
66 H 1.2106 -2.5917 -1.6698

Computed properties:
Frontier orbital gap: 6.605 eV
Energy relative to the best compared isomer or geometry (same formula, charge and spin): 63.20 kJ/mol
Total charge: +1
Highest occupied orbital energy: -10.51 eV
Maximum force: 1.442 eV/A
DFT total energy: -4778.52275 Ha

Atomic partial charges in e from the Mulliken method, atoms 1 to 5: 1.181, -0.636, 0.311, -0.696, -0.352

***

> The lowest DFT total energy belongs to which entry?

C31H23BrN6O3STa

***

> Among the records above, which one has the lowest maximum force?

C31H23BrN6O3STa

***

> What is the maximum force in the first record?

1.722 eV/A